1.
ORCA calculation (ωB97M-V/def2-TZVPD) on a 14-piece molecular cluster, C21H46IN13O31 overall.

## Properties
- net charge = 0
- max |F| (eV/Å) = 5.37
- Kohn-Sham gap (hartree) = 0.32989

Positions of all 112 atoms, in Å:
C -1.7511 -1.2117 -0.0495
C -0.7503 -1.8347 0.9375
O 0.1944 -0.8641 1.4798
C 1.3791 -1.4972 1.6391
C 2.2600 -1.5697 0.6577
C 2.1034 -0.9387 -0.6941
C 2.4198 0.5677 -0.4759
O 3.2951 0.8168 0.2346
I 1.3004 2.1381 -1.3847
C 3.4278 -2.3641 1.1950
O 4.2577 -2.8685 0.5725
O 3.2738 -2.3554 2.5615
C 1.9279 -2.2174 2.8587
O 1.4083 -2.5749 3.8102
H -2.4448 -0.5865 0.5219
H -2.3200 -2.0153 -0.5457
H -1.1712 -0.6334 -0.7748
H -1.3021 -2.3570 1.7421
H -0.2373 -2.6331 0.3807
H 1.0960 -1.1272 -1.0730
H 2.8100 -1.3378 -1.4279
C 6.1958 1.3634 1.7526
N 7.2139 2.2327 1.1004
O 7.1804 2.3335 -0.1060
O 8.0165 2.7868 1.8331
H 5.5548 0.9410 0.9879
H 6.7289 0.5817 2.2877
H 5.6239 1.9856 2.4351
C -4.3043 2.9911 1.7911
N -3.4909 1.8825 1.2251
O -3.1010 1.0191 1.9886
O -3.2680 1.9073 0.0304
H -4.4164 2.8303 2.8548
H -3.7720 3.9194 1.5920
H -5.2589 2.9762 1.2939
C 10.5781 1.4048 2.4362
N 11.9932 0.9847 2.2364
O 12.8204 1.3979 3.0253
O 12.2199 0.2546 1.2926
H 10.5256 2.0479 3.3071
H 10.2641 1.9370 1.5444
H 9.9888 0.5039 2.5834
C -0.8671 4.8619 -5.1063
N -1.0678 3.6052 -4.3392
O -0.7018 3.5897 -3.1772
O -1.5847 2.6740 -4.9213
H -0.3997 5.5936 -4.4584
H -0.2263 4.6315 -5.9547
H -1.8452 5.2032 -5.4328
C -2.9950 -3.4416 4.6282
N -3.4263 -2.7558 3.3787
O -3.2957 -3.3589 2.3287
O -3.8803 -1.6363 3.4945
H -2.6147 -4.4233 4.3714
H -2.2195 -2.8303 5.0832
H -3.8598 -3.5212 5.2752
C 2.8662 -5.2534 -1.2283
N 1.5032 -4.7753 -1.5870
O 0.5534 -5.3610 -1.1055
O 1.4326 -3.8202 -2.3388
H 2.7736 -6.1036 -0.5546
H 3.3677 -5.5425 -2.1486
H 3.3782 -4.4256 -0.7461
C -4.1488 -3.1150 -4.0137
N -2.9653 -2.9701 -3.1222
O -2.9133 -3.6808 -2.1376
O -2.1348 -2.1470 -3.4467
H -4.8002 -3.8786 -3.6033
H -4.6513 -2.1524 -4.0479
H -3.7845 -3.4018 -4.9961
C -3.2637 6.4783 -1.6998
N -3.6282 7.1135 -2.9975
O -3.4491 6.4623 -4.0081
O -4.0787 8.2389 -2.9517
H -2.8777 5.4829 -1.8955
H -2.5077 7.1030 -1.2324
H -4.1647 6.4337 -1.0944
C -1.5764 1.5727 -8.0141
N -0.5605 2.4414 -8.6702
O -0.6006 2.5418 -9.8797
O 0.2423 2.9936 -7.9426
H -2.2187 1.1518 -8.7799
H -1.0442 0.7904 -7.4805
H -2.1436 2.1953 -7.3285
C 2.6851 8.4289 -3.6040
N 1.8405 7.2544 -3.9551
O 0.6414 7.4365 -4.0775
O 2.4074 6.1934 -4.0957
H 2.0462 9.3001 -3.5119
H 3.1779 8.2062 -2.6619
H 3.4092 8.5604 -4.4031
C -8.5163 0.7333 2.5890
N -7.5606 1.6304 1.8844
O -7.6713 1.7430 0.6817
O -6.7252 2.1930 2.5687
H -9.1934 0.3062 1.8577
H -7.9340 -0.0418 3.0799
H -9.0559 1.3365 3.3136
C 1.5234 -5.8403 2.9437
N 2.3453 -6.9441 2.3815
O 2.6403 -7.8598 3.1176
O 2.6646 -6.8452 1.2103
H 1.3154 -6.0571 3.9852
H 2.1008 -4.9272 2.8469
H 0.6042 -5.7888 2.3644
C -2.7852 -6.3565 8.5075
N -3.2187 -5.6813 7.2535
O -3.0911 -6.2919 6.2119
O -3.6727 -4.5579 7.3640
H -2.4060 -7.3409 8.2572
H -2.0092 -5.7433 8.9571
H -3.6532 -6.4275 9.1568

Atomic forces in eV per Å
0.359 0.014 0.983
-1.564 -0.950 -0.675
-0.078 -1.138 0.425
-0.505 0.657 -0.347
0.842 -0.562 -0.112
-0.525 0.089 -0.080
-2.143 -1.524 -1.760
2.888 1.366 2.214
-0.139 -0.475 -0.178
-3.648 3.201 0.085
3.060 -1.706 -0.978
1.061 -1.858 1.087
0.968 2.718 -4.530
-1.641 -1.503 3.971
0.231 0.040 -0.478
0.429 0.295 0.213
-0.426 0.060 -0.078
0.458 0.526 -0.121
0.402 0.308 0.224
0.121 0.209 -0.048
0.020 0.094 0.131
-0.142 -0.165 -0.110
-0.091 -0.016 -0.032
0.118 0.050 0.151
-0.135 -0.052 -0.125
0.042 0.094 -0.030
0.027 0.112 0.089
0.092 -0.016 0.055
0.588 0.304 -0.024
0.183 -0.121 0.092
-0.117 0.250 -0.040
-0.086 0.092 0.103
0.025 -0.080 -0.034
0.045 -0.077 -0.097
0.050 0.109 -0.186
0.009 0.112 0.109
0.011 0.004 0.094
-0.042 -0.094 -0.152
0.020 0.083 0.125
0.072 -0.012 -0.028
-0.003 -0.099 -0.026
0.021 -0.006 -0.128
0.106 0.183 0.009
0.070 0.183 -0.084
-0.237 -0.023 -0.168
0.012 -0.019 0.174
-0.083 -0.163 -0.039
-0.093 -0.119 -0.015
0.008 -0.100 -0.052
0.123 -0.062 -0.162
0.055 -0.065 0.020
-0.123 0.119 0.114
-0.015 -0.149 -0.087
-0.070 0.023 -0.063
-0.114 0.083 0.033
0.032 0.108 0.016
0.052 -0.428 0.054
0.067 -0.104 0.000
0.030 0.192 -0.070
-0.080 -0.051 0.152
-0.061 0.424 -0.415
-0.024 0.213 -0.051
0.064 -0.031 -0.158
-0.180 -0.123 0.013
0.058 -0.046 0.046
0.016 0.098 -0.140
-0.090 -0.111 0.066
0.077 0.010 0.054
0.099 0.023 -0.073
0.025 0.120 0.001
0.101 -0.244 0.029
0.042 -0.057 0.048
-0.078 0.153 0.033
0.052 -0.146 -0.067
-0.012 0.040 -0.069
-0.097 0.068 0.014
0.024 0.122 0.005
-0.203 -0.110 -0.105
-0.054 -0.050 -0.045
0.090 0.059 0.157
-0.081 -0.013 -0.138
0.100 0.062 -0.073
0.013 0.126 0.125
0.153 -0.047 0.132
-0.071 0.230 0.036
-0.008 0.025 0.006
0.238 0.088 0.087
-0.136 0.090 -0.003
-0.052 -0.077 -0.027
0.073 -0.077 -0.083
0.052 -0.102 0.062
-0.142 -0.158 -0.064
-0.094 -0.106 0.034
0.105 0.090 0.148
-0.796 -0.260 0.081
0.068 0.060 -0.048
0.029 0.101 0.073
0.115 -0.011 0.059
-0.161 0.025 0.125
-0.030 -0.082 0.080
0.021 0.055 -0.178
-0.010 -0.269 0.639
0.069 -0.045 -0.027
0.003 -0.009 -0.060
0.091 0.059 -0.094
0.088 -0.198 0.042
0.015 -0.076 0.069
-0.049 0.162 0.075
0.058 -0.238 0.034
-0.030 0.046 -0.084
-0.106 0.068 0.033
0.031 0.125 0.015

---

2.
ORCA calculation (ωB97M-V/def2-TZVPD) on an isolated ion of composition C19H21BrF9N2O5S and charge +1.

## Properties
- SMILES string = [H]/N=C\C[n+]1c(COO)c([C@@H](C)CCC)cc(CC(=O)Br)c1S(=O)(=O)C(F)(F)C(F)(F)C(F)(F)C(F)(F)F
- net charge = +1
- max |F| (eV/Å) = 0.50
- Kohn-Sham gap (hartree) = 0.31848

Positions of all 58 atoms, in Å:
H -2.9616 0.3369 -2.2367
N -3.2434 1.3183 -2.2911
C -2.8401 2.0203 -1.3291
C -2.0709 1.4959 -0.1172
N -0.9593 0.6235 -0.5252
C -1.1184 -0.7250 -0.4167
C -2.3770 -1.2657 0.2109
O -2.4402 -1.1154 1.6313
O -1.2643 -0.3969 2.0680
C -0.1366 -1.5922 -0.8859
C -0.2605 -3.0869 -0.7255
C 0.6725 -3.8851 -1.6434
C -0.0654 -3.4751 0.7681
C -0.9342 -4.6562 1.1968
C -0.9361 -4.8526 2.7085
C 0.9559 -1.0188 -1.5112
C 1.1187 0.3611 -1.6488
C 2.3224 0.8730 -2.4204
C 2.6714 -0.1075 -3.5253
O 3.6194 -0.8119 -3.5620
Br 1.3198 -0.1477 -4.9158
C 0.1605 1.1686 -1.0737
S 0.5651 2.9437 -1.1871
O 1.9796 3.0152 -1.0037
O -0.0814 3.4151 -2.3693
C 0.0105 4.0559 0.2369
F 0.6927 5.1643 -0.0424
F -1.2879 4.3433 0.1517
C 0.3694 3.5166 1.6701
F -0.7365 3.6768 2.4187
F 0.6129 2.1865 1.5788
C 1.5203 4.2069 2.4778
F 1.4881 3.5703 3.6685
F 1.1875 5.4907 2.6446
C 2.9981 4.1098 1.9817
F 3.2192 4.9439 0.9715
F 3.2628 2.8567 1.6029
F 3.7939 4.4310 2.9950
H -3.0706 3.0820 -1.3517
H -2.7559 0.9227 0.4954
H -1.7243 2.2731 0.5407
H -2.4774 -2.3201 -0.0310
H -3.2545 -0.7620 -0.1989
H -1.4004 -0.4443 3.0257
H -1.2737 -3.4049 -0.9853
H 0.2942 -4.9000 -1.7464
H 1.6793 -3.9491 -1.2257
H 0.7586 -3.4560 -2.6427
H -0.2387 -2.6191 1.4247
H 0.9834 -3.7521 0.9049
H -1.9606 -4.5199 0.8424
H -0.5585 -5.5657 0.7208
H 0.0793 -4.9494 3.0925
H -1.4319 -4.0215 3.2120
H -1.4800 -5.7597 2.9718
H 1.7326 -1.6579 -1.9080
H 2.0828 1.8134 -2.9170
H 3.1895 1.0027 -1.7754

Atomic forces in eV per Å
-0.014 -0.025 0.018
0.097 -0.014 -0.119
0.051 -0.008 -0.144
-0.389 0.111 -0.075
0.205 -0.291 0.016
-0.032 0.287 -0.024
-0.212 0.223 -0.037
0.079 0.016 0.065
-0.074 -0.039 -0.020
0.183 0.054 -0.256
0.113 -0.415 0.176
0.115 0.111 0.106
0.085 -0.113 -0.135
0.132 -0.031 0.069
-0.139 -0.121 -0.113
-0.033 0.079 0.034
0.275 -0.248 0.055
-0.217 -0.155 -0.417
0.293 -0.280 0.158
-0.201 0.222 -0.005
-0.085 -0.012 -0.095
-0.092 -0.244 0.234
-0.118 0.460 -0.171
-0.108 0.013 0.173
-0.092 -0.053 0.260
0.086 0.164 0.171
0.018 0.010 0.009
-0.001 -0.090 -0.087
-0.170 0.134 -0.075
0.089 -0.109 0.015
-0.003 0.035 -0.055
0.030 -0.279 0.157
-0.006 0.153 -0.074
0.050 -0.036 0.011
-0.105 0.100 -0.022
-0.035 -0.208 0.105
0.023 0.126 -0.004
-0.101 -0.001 -0.184
-0.057 0.049 0.195
0.057 0.044 0.101
0.226 0.158 -0.005
0.093 0.022 0.166
-0.025 -0.064 -0.119
0.010 -0.027 0.026
-0.010 0.296 -0.146
0.048 -0.022 0.010
0.009 0.020 -0.015
-0.170 -0.073 -0.053
-0.136 -0.010 -0.026
0.032 0.124 0.077
-0.027 0.028 0.008
-0.069 0.013 -0.074
0.013 0.038 0.046
0.087 0.066 0.021
0.031 0.002 0.036
-0.016 -0.072 -0.023
0.210 -0.125 0.049
-0.004 0.004 0.003

---

3.
ORCA calculation (ωB97M-V/def2-TZVPD) on a 3-piece molecular cluster, CH7NO2 overall.

## Properties
- SMILES string = C=N.O.O
- net charge = 0
- ΔE to the lowest compared entry with this formula, charge and spin (kcal per mole) = 14.6
- max |F| (eV/Å) = 0.55
- Kohn-Sham gap (hartree) = 0.42927

Positions of all 11 atoms, in Å:
C 0.4481 0.9153 -3.2919
N 0.7024 -0.2164 -2.7767
H 0.4487 1.8297 -2.6954
H 0.2231 1.0215 -4.3582
H 0.6547 -0.9383 -3.4922
O -0.2429 -0.7955 0.1490
H -0.8051 -0.5874 -0.6028
H 0.6215 -0.9219 -0.2692
O -0.7862 0.0491 4.9236
H -0.5760 0.6569 5.6410
H -0.2596 0.3248 4.1614

Atomic forces in eV per Å
0.043 -0.395 -0.233
-0.089 0.536 0.054
0.029 -0.235 0.084
0.001 0.167 0.098
0.023 -0.105 -0.012
0.252 -0.077 -0.010
0.001 0.023 -0.010
-0.249 0.099 0.044
0.043 0.016 -0.062
0.063 -0.023 -0.203
-0.118 -0.007 0.249

---

4.
ORCA calculation (ωB97M-V/def2-TZVPD) on C14H28BrGeNOPtSe3 as an isolated structure.

## Properties
- net charge = +2
- ΔE to the lowest compared entry with this formula, charge and spin (kcal per mole) = 0.0
- max |F| (eV/Å) = 2.89
- Kohn-Sham gap (spin up / spin down) (hartree) = 0.22194 / 0.22208

Positions of all 50 atoms, in Å:
Pt -0.7827 -0.1346 -1.4976
C -1.7270 3.0087 -2.5241
Se -0.0978 1.9460 -2.4927
C -0.0001 1.3320 -4.3611
C -1.0876 0.3827 -4.8272
Se -1.1983 -1.3263 -3.8332
C -3.1307 -1.4083 -3.5789
H -1.6134 3.8068 -3.2546
H -1.8396 3.4481 -1.5346
H -2.5996 2.4017 -2.7543
H 0.9878 0.8761 -4.4549
H -0.0103 2.2319 -4.9788
H -0.8777 0.0976 -5.8606
H -2.0785 0.8387 -4.7875
H -3.6206 -1.4050 -4.5520
H -3.4817 -0.5658 -2.9815
H -3.3568 -2.3459 -3.0742
O -2.2416 -5.1917 1.9529
C -1.9134 -4.2364 1.1071
C -0.9215 -4.3623 0.1218
C -0.6417 -3.2847 -0.6883
N -1.2690 -2.1152 -0.5676
C -2.2253 -2.0008 0.3541
Br -3.0364 -0.2799 0.3907
C -2.5872 -3.0058 1.2132
H -1.7694 -6.0231 1.7963
H -0.3893 -5.2920 -0.0016
H 0.0968 -3.3438 -1.4782
H -3.3638 -2.8853 1.9506
C 4.2802 2.7398 2.9362
Ge 2.3736 2.2038 2.9997
C 1.0422 3.6732 3.0025
C 1.9571 0.8317 4.3717
C 2.1665 1.2868 1.1013
Se 0.7348 0.0544 0.9926
C 1.6715 -1.5371 1.5790
H 4.5262 3.2508 3.8630
H 4.4746 3.4186 2.1096
H 4.9325 1.8747 2.8434
H 1.0074 4.1100 3.9979
H 0.0453 3.3110 2.7622
H 1.3131 4.4574 2.3009
H 1.9136 1.3332 5.3351
H 2.7223 0.0631 4.4409
H 0.9892 0.3650 4.2015
H 3.1057 0.7861 0.8824
H 1.9920 2.0996 0.4004
H 2.3603 -1.2534 2.3695
H 2.2103 -1.9732 0.7418
H 0.9583 -2.2588 1.9651

Atomic forces in eV per Å
1.489 -2.468 0.146
-0.179 -0.019 -0.064
-0.234 -0.652 0.041
-0.009 -0.123 -0.047
-0.127 -0.023 -0.209
-0.001 1.658 1.589
-0.380 0.071 -0.249
0.094 -0.023 -0.019
0.078 -0.059 0.000
0.086 -0.040 -0.020
-0.032 0.094 0.103
0.013 -0.014 0.012
-0.079 0.093 0.035
0.067 -0.094 0.031
0.085 -0.070 0.004
0.166 -0.144 -0.096
0.101 0.022 0.005
-0.162 -0.204 0.150
0.304 0.536 -0.404
-0.191 0.069 0.056
0.232 -0.401 -0.113
0.031 1.685 -0.530
-0.198 0.178 0.256
-0.193 -0.366 0.264
-0.009 -0.194 0.014
-0.018 0.120 -0.005
0.098 -0.081 -0.089
0.076 -0.042 0.119
-0.081 0.089 0.057
-0.657 -0.032 0.231
-0.106 -0.554 -0.886
0.506 -0.386 0.137
0.157 0.514 -0.302
0.611 0.885 1.036
-1.584 0.220 -0.227
0.049 -0.400 -0.641
0.094 0.080 0.079
-0.063 0.041 -0.063
-0.056 -0.109 -0.006
-0.025 0.059 0.071
-0.044 -0.134 -0.017
0.080 0.026 -0.081
-0.017 0.029 0.127
0.109 -0.035 -0.069
-0.079 0.012 -0.084
0.009 -0.022 -0.278
0.046 -0.044 -0.150
-0.047 0.197 -0.003
0.133 -0.019 0.071
-0.142 0.075 0.018

---

Number 1: E -113429.462 eV. Number 2: E -138584.799 eV. Number 3: E -6734.711 eV. Number 4: E -344339.247 eV.